Density functional theory data (ωB97M-V with the def2-TZVPD basis set) for a molecular structure, C30H37IIrN3O4 at a distorted geometry.

Results
E_tot	-2031.27871	Ha
relative energy (zero: lowest compared OMol25 entry of this formula, charge and spin)	6.744	eV
<S²>	8.792
LUMO level (alpha / beta)	-7.11 / -9.50	eV
M	822.8	Da

Structure (ORCA input):
```
! RIJCOSX wB97M-V def2-TZVPD def2/J DEFGRID3
* xyz 3 6
Ir 4.086 0.969 0.299
N 3.362 -0.668 1.584
C 4.332 -1.559 2.231
C 4.071 -2.768 2.924
C 5.135 -3.627 3.457
C 6.401 -3.125 3.575
C 6.631 -1.774 3.120
C 7.987 -1.168 3.029
C 8.081 0.108 2.532
C 6.942 0.831 1.967
N 5.812 0.297 1.809
C 5.647 -0.975 2.397
H 2.602 -1.000 0.932
H 2.886 -0.008 2.281
H 3.026 -3.054 2.823
H 5.020 -4.665 3.715
H 7.219 -3.649 3.769
H 8.718 -1.652 3.621
H 9.030 0.619 2.440
H 7.134 1.834 1.531
I -8.108 -4.944 -9.521
C 6.107 2.491 -0.998
C 6.884 2.994 -2.124
C 6.125 3.905 -2.906
C 4.908 4.231 -2.499
C 4.189 3.570 -1.482
N 4.838 2.580 -0.756
H 7.897 2.630 -2.481
H 6.672 4.291 -3.777
H 4.268 4.970 -2.976
H 3.130 3.743 -1.176
C 0.171 1.922 1.281
O 1.597 1.445 1.271
C 2.262 1.529 0.093
O 1.803 1.933 -0.919
H -0.327 1.684 0.325
H 0.179 2.976 1.571
H -0.273 1.316 2.062
C -9.081 0.938 -2.074
C -9.909 0.306 -1.046
C -10.092 -1.068 -0.757
C -10.394 -1.601 0.652
C -9.790 -2.828 1.114
C -11.434 -0.864 1.282
C -12.199 -1.502 2.339
O -11.783 -2.270 3.080
C -11.531 0.537 0.841
C -11.903 1.510 2.102
C -10.707 1.149 -0.274
H -9.609 1.833 -2.489
H -9.214 0.319 -3.035
H -8.210 1.400 -1.747
H -9.723 -1.811 -1.483
H -9.847 -3.571 0.274
H -10.362 -3.260 2.027
H -8.798 -2.693 1.438
H -13.432 -1.001 2.334
H -10.856 1.447 2.604
H -12.557 1.008 2.804
H -12.488 2.280 1.646
H -10.630 2.235 -0.028
C 6.658 -1.804 -2.484
C 6.308 -0.729 -1.484
O 4.854 -0.456 -1.242
C 3.967 -0.691 -2.320
C 3.924 0.431 -3.367
H 7.660 -2.234 -2.148
H 6.732 -1.396 -3.427
H 5.822 -2.594 -2.412
H 6.734 0.212 -1.830
H 6.729 -1.126 -0.570
H 2.923 -0.821 -1.681
H 3.982 -1.711 -2.688
H 3.289 1.231 -3.219
H 3.652 -0.015 -4.321
H 4.870 0.982 -3.441
*
```

---

Density functional theory data (ωB97M-V with the def2-TZVPD basis set) for a molecular structure, C30H37N3OP2Yb at a distorted geometry.

Results
E_tot	-3245.95293	Ha
<S²>	0.761
LUMO level (alpha / beta)	-2.54 / -2.65	eV
M	690.6	Da

Structure (ORCA input):
```
! RIJCOSX wB97M-V def2-TZVPD def2/J DEFGRID3
* xyz 1 2
C -1.438 2.831 -4.176
C -1.283 1.519 -3.739
C 0.024 1.123 -3.284
C 0.865 2.135 -2.749
C 0.636 3.468 -3.094
C -0.467 3.801 -3.881
C 1.860 1.718 -1.713
C 2.363 0.331 -1.976
C 1.508 -0.580 -2.656
C 1.888 -1.969 -2.687
C 3.222 -2.294 -2.478
C 4.099 -1.355 -1.912
C 3.639 -0.080 -1.584
H -2.358 3.118 -4.688
H 1.353 4.221 -2.759
H -0.600 4.831 -4.219
H 2.664 2.460 -1.590
H 3.573 -3.299 -2.729
H 5.138 -1.626 -1.734
H 4.302 0.646 -1.100
N 0.352 -0.200 -3.278
Yb 1.874 1.487 1.183
C -2.419 0.550 -3.551
H -2.190 -0.387 -4.080
H -3.394 0.944 -3.876
C 0.795 -2.997 -2.919
H 0.155 -2.682 -3.752
H 1.187 -4.007 -3.104
P -2.569 -0.008 -1.741
P -0.284 -3.044 -1.448
C 0.721 -3.126 0.035
H 0.228 -2.559 0.839
H 0.835 -4.177 0.343
H 1.714 -2.694 -0.149
C -1.421 -4.419 -1.551
H -0.862 -5.364 -1.541
H -2.102 -4.382 -0.690
H -2.011 -4.350 -2.474
C -2.266 1.583 -0.875
H -3.116 2.263 -1.021
H -2.092 1.419 0.196
H -1.360 2.045 -1.281
C -4.401 -0.011 -1.606
H -4.682 0.065 -0.546
H -4.814 0.838 -2.169
H -4.786 -0.955 -2.009
H 1.125 1.707 -0.560
H -1.010 -1.821 -1.420
C -0.326 -0.249 5.714
N -0.892 0.341 4.514
N -0.110 1.030 3.644
C -0.882 1.489 2.606
O -0.325 1.887 1.521
C -2.226 1.308 3.038
C -2.183 0.577 4.208
C -3.274 0.042 5.052
C 1.307 0.737 3.418
C 1.645 -0.421 2.717
C 2.959 -0.553 2.258
C 3.862 0.495 2.449
C 3.483 1.685 3.078
C 2.179 1.818 3.555
H -1.136 -0.718 6.277
H 0.151 0.505 6.356
H 0.414 -1.022 5.470
H -3.089 1.650 2.491
H -3.174 -1.038 5.233
H -3.332 0.543 6.029
H -4.227 0.206 4.537
H 0.861 -1.169 2.551
H 3.269 -1.480 1.774
H 4.895 0.381 2.107
H 4.181 2.514 3.192
H 1.775 2.728 4.003
*
```

---

Density functional theory data (ωB97M-V with the def2-TZVPD basis set) for a molecular structure, C30H37O4PRuS4 at a distorted geometry.

Results
E_tot	-3494.74501	Ha
relative energy (zero: lowest compared OMol25 entry of this formula, charge and spin)	0.295	eV
<S²>	6.066
LUMO level (alpha / beta)	-6.11 / -8.31	eV
M	721.9	Da

Structure (ORCA input):
```
! RIJCOSX wB97M-V def2-TZVPD def2/J DEFGRID3
* xyz 2 5
Ru -0.439 -0.362 0.090
O -1.332 0.335 -1.730
S -2.629 0.833 -2.381
C -2.984 -0.417 -3.654
C -2.731 -1.833 -3.127
C -1.502 -2.477 -3.777
C -1.016 -3.714 -3.031
S 0.164 -3.421 -1.678
O -0.376 -2.211 -0.906
C 1.611 -2.930 -2.598
C 1.819 -1.623 -3.014
C 2.974 -1.321 -3.723
C 3.904 -2.316 -4.000
C 3.691 -3.616 -3.563
C 2.546 -3.928 -2.846
C -4.053 0.490 -1.347
C -5.218 1.148 -1.723
C -6.382 0.935 -1.002
C -6.372 0.085 0.097
C -5.202 -0.563 0.467
C -4.036 -0.361 -0.259
H -2.341 -0.169 -4.501
H -4.017 -0.226 -3.942
H -3.606 -2.458 -3.305
H -2.590 -1.803 -2.049
H -0.697 -1.754 -3.856
H -1.752 -2.766 -4.800
H -0.460 -4.404 -3.671
H -1.844 -4.266 -2.581
H 1.109 -0.845 -2.784
H 3.150 -0.303 -4.051
H 4.805 -2.074 -4.552
H 4.420 -4.389 -3.774
H 2.379 -4.941 -2.492
H -5.217 1.829 -2.570
H -7.294 1.440 -1.293
H -7.279 -0.073 0.666
H -5.195 -1.232 1.318
H -3.154 -0.897 0.022
C 5.407 -1.509 2.274
C 4.673 -1.783 0.982
C 5.128 -0.921 -0.174
O 3.197 -1.671 1.157
P 2.273 -0.444 1.389
S 0.527 -1.288 2.054
S 1.895 0.583 -0.318
O 2.996 0.411 2.470
C 2.684 1.662 3.198
C 2.350 2.809 2.271
C 1.618 1.392 4.236
H 6.446 -1.814 2.151
H 4.979 -2.084 3.095
H 5.387 -0.452 2.529
H 4.772 -2.834 0.729
H 5.055 0.142 0.078
H 4.533 -1.114 -1.069
H 6.172 -1.146 -0.397
H 3.629 1.868 3.691
H 1.376 2.672 1.801
H 3.103 2.922 1.492
H 2.330 3.730 2.858
H 0.670 1.126 3.765
H 1.475 2.291 4.837
H 1.918 0.578 4.900
C -1.039 1.167 1.068
C -1.434 2.117 1.767
C -1.849 3.171 2.571
C -2.556 2.897 3.769
C -2.902 3.932 4.602
C -2.558 5.243 4.262
C -1.878 5.527 3.074
C -1.523 4.506 2.227
H -2.807 1.872 4.010
H -3.442 3.735 5.519
H -2.820 6.053 4.932
H -1.639 6.552 2.818
H -0.999 4.703 1.300
*
```

---

Density functional theory data (ωB97M-V with the def2-TZVPD basis set) for a molecular structure, C30H38ClCsN8O4 at a distorted geometry.

Results
E_tot	-2385.34612	Ha
relative energy (zero: lowest compared OMol25 entry of this formula, charge and spin)	1.443	eV
LUMO level	-0.05	eV
M	743.0	Da

Structure (ORCA input):
```
! RIJCOSX wB97M-V def2-TZVPD def2/J DEFGRID3
* xyz 0 1
Cs 0.075 -0.262 -0.217
C -2.539 0.881 3.485
C -1.840 1.975 2.720
C -2.269 2.345 1.450
C -1.611 3.342 0.742
C -0.523 3.995 1.302
C -0.094 3.641 2.574
C -0.744 2.636 3.274
H -3.183 1.299 4.261
H -1.812 0.232 3.977
H -3.156 0.279 2.819
H -3.106 1.833 0.993
H -1.951 3.604 -0.252
H -0.013 4.776 0.750
H 0.751 4.149 3.025
H -0.399 2.362 4.265
O -3.879 -2.758 -3.511
C -2.805 -2.739 -4.259
O -2.600 -3.542 -5.141
C -1.800 -1.672 -3.955
C -0.705 -1.381 -4.747
Cl -0.169 -2.167 -6.153
N -0.014 -0.369 -4.155
N -0.604 -0.008 -3.003
C -1.686 -0.756 -2.871
C -2.606 -0.558 -1.670
O -3.729 -1.105 -1.717
O -2.154 0.124 -0.729
C 1.099 0.385 -4.623
C 2.029 0.857 -3.702
C 3.085 1.643 -4.130
C 3.224 1.963 -5.472
C 2.291 1.498 -6.385
C 1.223 0.721 -5.966
H -3.802 -2.105 -2.723
H 1.934 0.604 -2.656
H 3.808 2.004 -3.409
H 4.048 2.581 -5.805
H 2.381 1.753 -7.433
H 0.486 0.389 -6.681
C 2.687 2.537 0.157
N 3.884 1.860 0.592
C 4.593 2.364 1.749
C 5.708 1.339 1.879
N 5.114 0.129 1.314
C 6.090 -0.877 0.939
C 4.026 0.488 0.514
N 3.209 -0.222 -0.161
C 3.395 -1.649 -0.331
C 2.147 -2.307 -0.940
N 1.212 -2.781 0.052
C 1.316 -3.895 0.663
N 0.315 -4.309 1.520
C -0.690 -3.409 2.030
C 0.793 -5.372 2.378
C 1.880 -5.986 1.510
N 2.323 -4.852 0.705
C 3.209 -5.181 -0.392
H 2.901 3.606 0.126
H 1.834 2.371 0.825
H 2.428 2.207 -0.848
H 3.952 2.383 2.641
H 4.967 3.372 1.568
H 6.015 1.166 2.910
H 6.585 1.647 1.295
H 6.787 -0.991 1.768
H 6.662 -0.581 0.050
H 5.628 -1.840 0.756
H 3.601 -2.149 0.625
H 4.243 -1.825 -1.006
H 2.451 -3.098 -1.629
H 1.628 -1.550 -1.536
H -1.015 -2.738 1.238
H -0.318 -2.818 2.878
H -1.542 -4.003 2.358
H -0.009 -6.068 2.620
H 1.209 -4.972 3.314
H 1.475 -6.783 0.875
H 2.711 -6.388 2.089
H 3.901 -5.944 -0.040
H 3.796 -4.318 -0.702
H 2.672 -5.580 -1.260
*
```

---

Density functional theory data (ωB97M-V with the def2-TZVPD basis set) for a molecular structure, C30H39IrN5O at a distorted geometry.

Results
E_tot	-1619.63112	Ha
LUMO level	-3.36	eV
M	677.9	Da

Structure (ORCA input):
```
! RIJCOSX wB97M-V def2-TZVPD def2/J DEFGRID3
* xyz 1 1
Ir 0.762 0.299 -0.483
C -1.226 0.240 4.756
C -2.398 -0.394 3.978
C -2.411 -1.936 3.888
C -2.763 0.332 2.671
C -4.053 0.868 2.737
C -4.647 1.589 1.723
C -3.899 1.849 0.600
C -2.601 1.371 0.486
C -1.838 1.944 -0.671
C -0.867 3.001 -0.144
C -1.854 -0.276 -1.904
C -2.012 0.566 1.477
N -0.720 0.019 1.155
C -0.125 -0.802 1.982
C 1.041 -1.459 1.693
C 1.800 -2.239 2.569
C 2.863 -2.715 1.832
C 2.708 -2.242 0.517
N 1.600 -1.453 0.429
C 3.638 -2.643 -0.610
C 3.814 -4.169 -0.592
C 3.084 -2.245 -1.972
C 5.016 -1.998 -0.366
H -1.086 -0.302 5.693
H -1.486 1.270 5.002
H -0.268 0.271 4.243
H -3.245 -0.196 4.632
H -1.711 -2.387 3.188
H -3.408 -2.262 3.590
H -2.205 -2.350 4.877
H -4.623 0.714 3.644
H -5.655 1.966 1.825
H -4.314 2.454 -0.199
H -2.566 2.482 -1.274
H -0.151 2.562 0.549
H -1.428 3.772 0.383
H -0.326 3.476 -0.966
H -1.721 -0.980 -1.077
H -1.353 -0.691 -2.777
H -3.654 -1.087 -2.677
H -0.538 -1.007 2.944
H 1.582 -2.394 3.615
H 3.667 -3.342 2.183
H 2.864 -4.672 -0.781
H 4.202 -4.519 0.364
H 4.521 -4.465 -1.371
H 2.144 -2.765 -2.170
H 3.795 -2.521 -2.753
H 2.897 -1.184 -2.033
H 5.538 -2.495 0.451
H 4.921 -0.949 -0.099
H 5.632 -2.077 -1.265
N 3.877 1.371 -3.190
C 3.029 1.204 -2.183
O 1.870 0.786 -2.378
C 3.475 1.485 -0.801
C 2.274 1.634 0.104
H 3.595 1.132 -4.128
H 4.824 1.671 -3.037
H 4.123 2.366 -0.778
H 4.081 0.636 -0.492
H 1.855 2.637 0.033
H 2.544 1.429 1.137
N -4.537 3.815 -4.803
C -3.937 2.976 -4.297
C -3.176 1.954 -3.615
C -1.715 2.132 -3.675
C -0.812 1.705 -2.802
N -1.129 0.983 -1.569
C -3.354 -0.160 -2.176
C -3.858 0.981 -2.999
H -1.357 2.692 -4.530
H 0.234 1.867 -2.991
H -3.902 -0.134 -1.232
H -4.939 1.005 -3.089
*
```

---

Density functional theory data (ωB97M-V with the def2-TZVPD basis set) for a molecular structure, C30H39N8O5V at a distorted geometry.

Results
E_tot	-2924.70097	Ha
relative energy (zero: lowest compared OMol25 entry of this formula, charge and spin)	1.304	eV
<S²>	3.761
LUMO level (alpha / beta)	-2.87 / -2.87	eV
M	642.6	Da

Structure (ORCA input):
```
! RIJCOSX wB97M-V def2-TZVPD def2/J DEFGRID3
* xyz 1 4
V 0.520 -0.376 0.276
O 1.201 -2.931 3.534
C 0.952 -2.381 2.463
N 0.756 -1.098 2.172
C 0.638 -0.071 3.115
C 1.248 -0.028 4.364
C 1.150 1.122 5.139
C 0.450 2.224 4.673
C -0.176 2.172 3.431
C -0.107 1.026 2.656
N -0.743 1.003 1.373
C -1.929 0.357 1.354
O -2.376 -0.469 2.148
C -2.919 0.880 0.296
C -4.273 0.627 0.537
C -5.230 1.256 -0.239
C -4.814 2.107 -1.256
C -3.450 2.255 -1.457
N -2.517 1.661 -0.711
C 0.857 -3.221 1.207
C 1.081 -4.590 1.267
C 1.048 -5.328 0.100
C 0.824 -4.667 -1.102
C 0.612 -3.302 -1.077
N 0.600 -2.585 0.052
H 1.781 -0.899 4.718
H 1.624 1.153 6.112
H 0.378 3.120 5.276
H -0.743 3.018 3.060
H -4.526 -0.019 1.366
H -6.284 1.105 -0.041
H -5.522 2.652 -1.866
H -3.086 2.907 -2.247
H 1.274 -5.023 2.239
H 1.208 -6.398 0.119
H 0.822 -5.198 -2.045
H 0.461 -2.735 -1.987
C 1.988 4.647 -1.351
N 1.267 3.426 -1.693
C 0.254 3.446 -2.739
C 1.378 2.299 -0.974
O 0.695 1.307 -1.232
C 2.382 2.328 0.173
O 2.303 1.163 0.953
C 3.431 0.342 1.111
C 3.389 -0.790 0.084
O 2.518 -0.755 -0.799
N 4.279 -1.776 0.195
C 4.168 -2.949 -0.662
C 5.207 -1.887 1.313
H 1.691 5.430 -2.041
H 3.067 4.514 -1.440
H 1.752 4.986 -0.341
H 0.360 4.359 -3.317
H -0.746 3.394 -2.305
H 0.388 2.592 -3.402
H 2.143 3.175 0.822
H 3.388 2.484 -0.229
H 3.360 -0.071 2.119
H 4.361 0.913 1.034
H 3.545 -2.707 -1.517
H 3.718 -3.780 -0.113
H 5.162 -3.242 -1.000
H 5.456 -0.912 1.720
H 6.128 -2.347 0.960
H 4.784 -2.507 2.107
N -3.312 -1.192 -3.826
C -2.279 -0.135 -4.123
C -0.962 -0.548 -3.472
N -1.100 -0.813 -2.058
C -2.137 -1.779 -1.749
C -3.490 -1.417 -2.343
H -3.019 -2.070 -4.258
H -4.204 -0.936 -4.248
H -2.655 0.791 -3.690
H -2.209 -0.038 -5.206
H -0.233 0.250 -3.609
H -0.570 -1.439 -3.979
H -1.254 0.064 -1.560
H -2.243 -1.860 -0.665
H -1.831 -2.768 -2.110
H -3.872 -0.488 -1.932
H -4.231 -2.205 -2.217
*
```